# 1
The following is a DFT calculation (ωB97M-V with the def2-TZVPD basis set) of 5 unconnected molecules or ions with the total composition C23H43F17N3O17P4.

Calculated values
- total charge = +1

Positions of all 107 atoms, in Å:
1 N 4.79694 2.20217 0.28355
2 C 5.44465 2.16108 -0.95182
3 N 6.01804 1.03837 -1.34431
4 N 5.49297 3.20361 -1.84084
5 C 6.87318 3.79174 -1.82093
6 C 7.33407 4.28734 -0.42064
7 O 7.19430 5.40981 -0.04766
8 C 4.42327 4.16941 -1.71465
9 F 4.72507 5.19176 -2.53321
10 F 4.30193 4.74711 -0.51521
11 C 3.06759 3.62325 -2.23864
12 F 2.84964 2.34063 -1.88860
13 F 3.19110 3.62512 -3.57468
14 C 1.81880 4.49324 -1.92865
15 F 0.84198 4.02508 -2.73321
16 F 1.98963 5.75907 -2.29493
17 C 1.31227 4.48108 -0.44327
18 F 1.58050 5.68816 0.06676
19 F 1.94242 3.59552 0.34995
20 C -0.22208 4.27871 -0.27083
21 F -0.92176 5.16822 -0.97604
22 F -0.48080 4.57563 1.01293
23 C -0.68764 2.79853 -0.49472
24 F -0.91989 2.25127 0.70654
25 F 0.28344 2.05085 -1.05094
26 C -1.98753 2.63707 -1.32552
27 F -2.98034 3.31060 -0.73569
28 F -1.83077 3.12612 -2.56201
29 C -2.49731 1.16954 -1.50774
30 F -2.82618 0.57767 -0.37216
31 F -1.68667 0.41073 -2.24160
32 F -3.63069 1.26650 -2.22141
33 H 3.93125 1.67480 0.15704
34 H 5.35412 1.69384 0.97226
35 H 6.60733 0.57716 -0.65685
36 H 5.94073 0.67262 -2.28389
37 H 7.55436 2.97410 -2.05667
38 H 7.05603 4.54495 -2.57998
39 H 7.84335 3.53290 0.21893
40 C -6.91596 -4.82158 -0.66693
41 O -6.50874 -3.53930 -1.14108
42 P -6.80665 -2.24421 -0.12337
43 O -6.37289 -2.94775 1.13384
44 O -8.41564 -2.29169 -0.32904
45 C -8.94095 -2.17014 -1.66184
46 O -6.86678 -0.73141 0.59993
47 C -5.60704 -0.12937 0.93564
48 H -6.99409 -5.47157 -1.53873
49 H -6.16571 -5.22416 0.00919
50 H -7.88281 -4.77435 -0.16706
51 H -9.30880 -3.14087 -1.99226
52 H -8.19124 -1.81981 -2.37133
53 H -9.76867 -1.46315 -1.64781
54 H -4.97010 -0.06347 0.06005
55 H -5.10837 -0.70503 1.71566
56 H -5.80341 0.87532 1.30474
57 C 10.24678 -1.87047 0.96791
58 O 9.92868 -1.88847 2.35599
59 P 9.41832 -0.46049 3.01248
60 O 8.49269 0.07385 1.96248
61 O 10.89344 0.20382 2.93434
62 C 12.01893 -0.51745 3.46633
63 O 9.05155 0.52197 4.29579
64 C 7.77009 0.33608 4.92737
65 H 10.88360 -2.73302 0.77850
66 H 9.33903 -1.96663 0.37453
67 H 10.78172 -0.96188 0.69270
68 H 12.62606 -0.89382 2.64372
69 H 11.71351 -1.35709 4.08960
70 H 12.61716 0.16514 4.06526
71 H 7.64510 -0.69329 5.25823
72 H 6.96609 0.60524 4.24248
73 H 7.73182 0.98875 5.79543
74 C 2.70283 -3.56357 -6.17457
75 O 1.84042 -2.51871 -5.72149
76 P 1.58703 -2.44590 -4.09028
77 O 2.95161 -2.67709 -3.52848
78 O 0.64947 -3.76458 -4.04781
79 C -0.44199 -3.88087 -4.97474
80 O 0.79857 -1.82070 -2.76325
81 C 1.20451 -0.51306 -2.34690
82 H 2.49179 -3.71094 -7.23290
83 H 3.74269 -3.26603 -6.05939
84 H 2.51843 -4.49347 -5.63854
85 H -0.19153 -4.62127 -5.73379
86 H -0.66737 -2.93563 -5.46818
87 H -1.32469 -4.21357 -4.43282
88 H 1.11773 0.19750 -3.16981
89 H 2.23411 -0.53906 -1.98249
90 H 0.55345 -0.19447 -1.54257
91 C -9.69343 -3.98403 4.76584
92 O -9.10532 -2.68681 4.76285
93 P -10.16060 -1.41475 4.65755
94 O -11.25641 -1.81221 5.58685
95 O -10.52181 -1.68237 3.10101
96 C -9.45126 -1.86018 2.15254
97 O -10.46618 0.21158 4.46931
98 C -10.21672 1.04971 5.61008
99 H -8.91160 -4.68716 4.47863
100 H -10.04404 -4.23329 5.76530
101 H -10.51566 -4.05093 4.05410
102 H -9.39782 -2.90896 1.86875
103 H -8.48853 -1.55681 2.56122
104 H -9.66055 -1.26620 1.27188
105 H -9.18972 0.93934 5.95745
106 H -10.90818 0.80778 6.41699
107 H -10.37324 2.08165 5.30415

Force components x, y, z for each atom (eV/Å):
0.477 0.411 -0.176
-0.418 -1.050 -0.660
0.676 0.201 0.631
-0.735 0.095 1.351
1.436 -0.515 -0.015
-0.273 0.131 -0.089
-0.014 0.066 -0.113
-0.056 1.625 -0.399
0.232 -0.122 -0.325
-0.129 -0.534 0.432
0.121 0.327 -0.884
0.162 -0.167 0.549
-0.010 -0.120 -0.221
-0.750 -0.118 0.170
-0.086 -0.507 0.106
0.726 0.121 0.003
-0.179 0.877 0.224
0.020 0.222 0.009
0.129 -0.519 -0.290
-0.223 -0.001 0.734
0.228 -0.124 -0.753
0.223 -0.143 0.251
-0.689 -0.307 0.223
-0.139 -0.019 0.202
0.276 0.171 -0.459
-0.138 -0.245 -0.228
0.041 0.105 0.398
0.389 0.042 -0.145
-1.144 -0.001 -0.918
0.740 -0.044 0.252
0.452 0.105 0.570
-0.078 0.239 0.033
-0.143 0.100 0.255
-0.087 -0.043 0.096
-0.612 -0.891 0.009
0.737 0.530 -0.318
-0.141 -0.072 -0.192
-0.680 0.185 -0.012
-0.124 -0.029 -0.107
-0.005 -0.412 0.289
0.932 2.845 -2.316
-2.890 -4.777 6.234
0.566 0.486 -0.484
0.783 0.849 -1.028
-0.193 -0.081 -0.032
1.005 0.666 -3.403
0.066 0.017 0.319
0.035 0.197 -0.122
-0.065 0.110 0.109
0.048 0.066 0.051
0.054 -0.011 -0.001
-0.032 -0.017 -0.025
0.034 0.017 0.106
0.013 0.081 0.014
-0.054 -0.112 -0.058
-0.159 -0.028 -0.064
-0.102 0.021 -0.542
-1.110 -0.641 3.120
1.933 4.437 -4.777
-0.393 -0.632 0.563
-0.135 -0.212 0.410
0.092 0.096 -0.051
-0.219 -3.288 0.736
-0.269 0.146 0.099
-0.028 -0.023 0.199
-0.006 0.099 0.029
-0.060 0.040 0.069
-0.023 -0.036 -0.006
0.031 0.007 -0.006
-0.083 0.087 -0.026
-0.054 0.028 0.070
0.060 -0.038 -0.071
0.140 0.021 -0.040
0.477 -0.280 -0.099
-1.815 2.700 0.660
2.545 -5.848 2.083
-0.494 1.002 -0.408
-0.195 0.609 -0.096
-0.045 -0.138 0.026
-0.431 1.774 -2.677
0.247 0.078 0.173
-0.150 0.150 0.049
-0.021 -0.033 0.139
0.000 0.063 0.088
0.022 0.028 -0.022
-0.013 -0.029 -0.011
0.071 0.000 0.097
-0.003 0.127 0.110
0.039 -0.065 -0.105
-0.077 -0.202 -0.008
-0.260 -0.416 0.205
1.758 2.779 0.263
-5.812 -2.929 -1.488
1.042 0.450 0.131
0.513 0.344 0.179
-0.334 0.015 0.304
3.164 -0.629 0.678
-0.183 0.155 0.209
0.104 0.188 -0.029
-0.126 0.084 -0.035
-0.032 0.086 0.046
0.032 -0.013 0.049
0.043 -0.069 -0.067
-0.194 0.106 0.104
-0.007 0.087 0.043
0.017 -0.103 -0.026
-0.012 -0.061 -0.124



# 2
The following is a DFT calculation (ωB97M-V with the def2-TZVPD basis set) of a molecular structure, C23H43LaN2OP3S.

Calculated values
- total charge = +3
- relative energy (zero: lowest compared OMol25 entry of this formula, charge and spin) (kJ/mol) = 105.0

Positions of all 74 atoms, in Å:
1 La -0.78925 1.09492 0.96751
2 P 1.17381 -1.79902 -0.82680
3 P 2.14592 1.86361 -0.01321
4 P -2.50085 -1.24048 -0.23823
5 H -3.02142 2.95468 1.25281
6 C -3.26482 1.88343 1.32552
7 C -2.62134 1.07662 2.26367
8 H -1.87704 1.47731 3.01011
9 C 1.34379 -2.14663 -2.63789
10 C 2.94670 -2.06025 -0.41192
11 C 0.61356 -3.46033 -0.29852
12 C 2.58892 3.48822 0.79050
13 C 3.79478 1.06163 -0.03660
14 C 1.94402 2.11032 -1.85107
15 C -4.26092 -0.71902 -0.09789
16 C -2.77520 -2.87699 0.54763
17 C -2.41424 -1.77804 -2.00586
18 H -4.26080 1.55659 0.98426
19 H -3.06906 0.09593 2.50477
20 H 1.85080 -3.11039 -2.78726
21 H 1.94531 -1.35306 -3.09787
22 H 0.35715 -2.17420 -3.11257
23 H 3.18333 -3.13114 -0.43529
24 H 3.12132 -1.69017 0.60399
25 H 3.58595 -1.52849 -1.12750
26 H 1.47035 -4.14493 -0.34227
27 H -0.17634 -3.83302 -0.95975
28 H 0.25491 -3.41835 0.73660
29 H 3.45570 3.94791 0.31455
30 H 2.80162 3.30679 1.84452
31 H 1.72478 4.16067 0.72973
32 H 4.11344 0.76216 -1.05055
33 H 3.73997 0.16391 0.59189
34 H 4.57390 1.71138 0.39426
35 H 2.09057 3.16130 -2.14186
36 H 0.93783 1.80181 -2.18273
37 H 2.67451 1.47950 -2.38231
38 H -4.88169 -1.36141 -0.73244
39 H -4.42459 0.31787 -0.40251
40 H -4.57566 -0.83694 0.94686
41 H -3.64895 -3.35360 0.08094
42 H -2.98636 -2.73160 1.61358
43 H -1.90626 -3.53442 0.44490
44 H -3.43353 -1.99529 -2.35915
45 H -1.80282 -2.68732 -2.11135
46 H -1.98369 -0.99293 -2.64315
47 C -1.63557 3.00614 -2.74231
48 C -1.25514 2.51974 -4.01365
49 C -1.04337 3.43103 -5.05548
50 C -1.09145 4.79661 -4.77272
51 C -1.00383 5.20766 -3.44845
52 C -1.29397 4.32714 -2.42450
53 S -2.65019 2.06080 -1.64992
54 H -2.03512 0.86808 -1.72392
55 H -1.19657 1.43188 -4.13165
56 H -0.82417 3.02473 -6.04345
57 H -1.20850 5.51276 -5.58207
58 H -0.73934 6.22019 -3.19973
59 H -1.24635 4.62510 -1.38919
60 N 2.13558 -4.06462 5.13049
61 C 2.59247 -2.79791 4.85837
62 O 3.75444 -2.45159 5.05524
63 C 1.56287 -1.89572 4.22749
64 C 0.24896 -2.27105 3.89172
65 C -0.55971 -1.42176 3.15834
66 N -0.12774 -0.17179 2.82556
67 C 1.17401 0.19148 3.06358
68 C 1.99482 -0.61933 3.83887
69 H 2.77893 -4.68916 5.60076
70 H 1.17138 -4.36999 5.02300
71 H -0.17443 -3.21938 4.18951
72 H -1.57224 -1.70789 2.89394
73 H 1.50609 1.16870 2.64884
74 H 2.98002 -0.23041 4.10929

Force components x, y, z for each atom (eV/Å):
5.804 -0.735 -5.277
0.543 -0.516 -0.654
0.774 0.897 -0.696
-0.963 -0.932 -0.301
0.027 -0.433 -0.334
-1.328 -0.473 3.828
-5.485 1.867 1.253
-0.764 -0.300 -0.613
-0.271 0.368 0.108
0.090 0.366 0.393
-0.313 -0.118 0.332
-0.662 -0.323 -0.614
0.400 -0.679 0.712
-0.407 0.223 0.014
-0.061 0.320 -0.152
0.378 -0.080 0.330
0.235 0.302 -0.156
0.937 0.342 -0.267
0.412 0.530 -0.054
-0.144 0.257 0.086
-0.176 -0.185 -0.012
0.250 -0.017 -0.059
-0.012 0.342 -0.127
0.261 -0.208 -0.186
-0.097 -0.121 0.337
-0.404 0.073 -0.059
0.093 0.003 0.235
0.020 -0.212 -0.161
-0.072 0.011 0.031
0.098 -0.020 0.004
0.236 0.087 0.019
-0.294 0.189 0.538
0.350 0.287 -0.228
-0.403 -0.094 -0.194
-0.018 -0.323 0.061
0.311 0.205 0.059
-0.300 0.336 0.242
0.085 0.077 0.227
-0.092 -0.345 -0.180
-0.058 0.022 -0.208
0.247 0.166 0.100
-0.067 -0.175 -0.171
-0.253 0.155 0.047
0.348 0.041 0.124
-0.181 0.372 0.123
-0.128 -0.321 0.041
1.367 0.401 -0.872
-0.758 -0.061 0.454
0.134 -0.728 0.640
0.036 -0.190 -0.378
-0.120 0.126 -0.045
-0.314 -0.746 0.075
0.402 -0.149 0.696
-0.001 -0.150 -0.360
-0.313 0.426 -0.453
-0.240 0.368 0.156
0.592 -0.023 0.145
-0.187 0.303 -0.063
-0.354 0.351 0.135
0.025 0.717 -0.120
1.126 -1.551 0.962
-1.981 0.087 -0.544
-0.314 0.934 -0.662
0.249 -0.006 -0.081
0.914 0.954 0.860
1.090 -1.397 -0.036
-1.076 -0.677 0.853
0.295 0.618 -0.418
-0.091 0.050 -0.088
0.687 0.191 0.172
0.078 -0.057 -0.086
0.114 0.168 0.042
-0.153 -0.640 0.538
-0.151 -0.548 -0.062



# 3
The following is a DFT calculation (ωB97M-V with the def2-TZVPD basis set) of a molecular structure, C23H43N2O2P3Zr.

Calculated values
- total charge = +4
- relative energy (zero: lowest compared OMol25 entry of this formula, charge and spin) (kJ/mol) = 240.9

Positions of all 74 atoms, in Å:
1 Zr -1.34967 -0.61848 -0.56917
2 P -3.06080 -2.37712 -0.08548
3 P 3.15530 0.42122 1.99216
4 P 0.55007 -2.33702 -1.57412
5 H -2.87784 0.83268 -2.27141
6 C -1.95619 1.05592 -1.71694
7 C -0.74027 0.49120 -2.45613
8 H -0.54199 -0.65878 -2.43490
9 C -4.71652 -1.91788 0.50414
10 C -2.38887 -3.36481 1.29819
11 C -3.31034 -3.66226 -1.35667
12 C 4.71120 0.60293 2.85729
13 C 1.85608 1.22524 2.91515
14 C 2.77439 -1.33236 1.86242
15 C 0.43442 -2.66098 -3.38367
16 C 0.62925 -4.04260 -0.90608
17 C 2.30858 -1.82533 -1.48003
18 H -1.92033 2.11157 -1.43450
19 H -1.13252 0.47489 -3.48516
20 H -5.10670 -1.09607 -0.10779
21 H -4.65005 -1.55608 1.53857
22 H -5.40355 -2.77225 0.45340
23 H -2.51172 -2.82305 2.24236
24 H -1.31714 -3.56063 1.17117
25 H -2.91911 -4.32332 1.35368
26 H -3.80074 -3.21050 -2.22906
27 H -3.92760 -4.48295 -0.96087
28 H -2.34167 -4.06062 -1.68946
29 H 4.62654 0.28820 3.91461
30 H 4.99225 1.66225 2.80583
31 H 5.44080 -0.02244 2.32812
32 H 1.99243 1.03331 3.99166
33 H 0.88010 0.83573 2.60065
34 H 1.85822 2.30731 2.71673
35 H 3.71504 -1.90000 1.90149
36 H 2.27718 -1.50688 0.90049
37 H 2.11829 -1.64881 2.68717
38 H 0.65674 -3.71513 -3.59659
39 H 1.13220 -2.01915 -3.93941
40 H -0.57390 -2.43741 -3.75028
41 H 1.04026 -4.72228 -1.66571
42 H -0.37166 -4.38783 -0.61853
43 H 1.26940 -4.05605 -0.01269
44 H 2.74961 -1.78020 -2.48342
45 H 2.85389 -2.57333 -0.89032
46 H 2.44346 -0.83416 -1.02511
47 C 2.04731 1.72766 -2.03957
48 C 3.00867 2.31475 -2.94733
49 C 2.57577 3.11865 -3.99157
50 C 1.18217 3.29173 -4.18404
51 C 0.31252 2.48538 -3.50416
52 C 0.73406 1.28882 -2.78741
53 O 2.35010 1.62919 -0.81181
54 H 3.26292 0.93863 0.66748
55 H 4.05222 2.26014 -2.63155
56 H 3.28538 3.67178 -4.60037
57 H 0.79267 4.03266 -4.88675
58 H -0.76774 2.65966 -3.55596
59 H 1.16745 0.50151 -3.43156
60 N -2.13299 3.83249 5.09199
61 C -1.49673 4.14157 3.91476
62 O -0.91588 5.20615 3.72412
63 C -1.54991 3.06993 2.87438
64 C -2.28955 1.88380 3.00114
65 C -2.09865 0.86088 2.07752
66 N -1.19990 0.99479 1.05407
67 C -0.60022 2.20914 0.83690
68 C -0.78457 3.26076 1.71754
69 H -2.02685 4.47734 5.85284
70 H -2.49088 2.90354 5.29430
71 H -3.03255 1.73372 3.78447
72 H -2.65309 -0.08708 2.12377
73 H 0.02031 2.31868 -0.05965
74 H -0.29861 4.21801 1.50468

Force components x, y, z for each atom (eV/Å):
1.155 2.518 2.193
-2.260 -2.879 0.734
0.778 -0.099 0.262
1.441 -1.607 -0.611
0.059 0.080 -0.036
0.431 -0.700 -0.297
1.021 1.584 -2.314
-0.152 1.164 0.106
-0.080 0.797 -0.091
0.672 0.435 0.336
0.254 0.398 -0.738
-0.055 0.099 0.020
-0.513 0.429 -0.018
-0.222 -0.204 0.005
-0.747 0.433 -0.305
-0.419 0.030 0.523
0.398 0.583 0.264
0.060 -0.407 0.165
0.485 -0.178 -0.007
-0.161 -0.233 0.080
-0.061 -0.160 -0.194
0.251 0.103 -0.005
-0.064 -0.169 -0.064
-0.195 -0.130 0.045
0.008 0.210 -0.041
-0.032 -0.254 0.139
0.152 0.340 0.006
-0.277 -0.008 0.097
0.003 0.101 -0.533
0.175 -0.248 0.091
0.067 0.264 0.225
0.022 0.082 -0.380
0.233 0.019 0.142
0.144 -0.292 0.227
-0.332 0.037 -0.071
0.119 -0.089 0.450
0.319 0.076 -0.177
-0.007 0.333 0.100
-0.188 -0.190 0.188
0.091 -0.244 -0.171
-0.044 0.252 0.258
0.322 -0.140 -0.131
-0.208 -0.073 -0.203
-0.181 -0.129 0.220
-0.077 0.221 -0.207
-0.002 -0.273 -0.151
0.344 -0.620 3.238
0.010 1.107 -1.585
1.724 -1.379 1.452
-2.366 -0.602 0.396
-0.491 1.702 -2.302
-0.306 -1.095 1.467
-1.800 -0.464 -3.048
0.002 -0.196 0.864
-0.306 0.150 -0.150
-0.016 -0.098 0.130
0.173 -0.031 0.477
0.459 0.048 -0.414
0.093 0.484 -0.392
0.446 -0.537 -1.208
-0.239 1.790 1.884
-0.623 -1.796 -0.350
0.047 -0.502 -0.728
-0.098 -0.478 -0.292
0.655 0.619 -0.248
-0.266 -0.413 -0.504
-0.496 -0.245 0.427
0.360 -0.229 -0.435
-0.069 0.253 0.269
0.183 0.644 0.087
0.285 0.051 -0.181
0.227 0.357 0.186
-0.126 -0.166 0.461
-0.194 -0.237 0.369



no.,gap between HOMO and LUMO (eV),largest force on an atom (hartree/bohr),HOMO level (Eh)
1,5.19,0.163,-0.3876
2,5.64,0.153,-0.6050
3,5.42,0.073,-0.6964